(1)
# C23H26FO8

A cluster of 2 separate species, C23H26FO8 in total (ωB97M-V with the def2-TZVPD basis set, OMol25).

## Properties
HOMO level ... -3.129 eV
Energy ... -43368.8391 eV
Total charge ... -1

CARTESIAN COORDINATES (ANGSTROEM)
C -4.2281 2.1048 -2.9859
C -3.2427 0.9910 -2.7488
O -1.9628 1.5874 -2.4413
C -0.9803 0.6667 -2.3143
C 0.2803 1.3280 -2.1448
F 0.2843 2.6524 -2.3198
C 1.5565 0.6742 -2.1856
O 1.7595 -0.5290 -2.0715
O 2.5282 1.5952 -2.3749
C 3.8402 1.0095 -2.5498
C 4.7888 2.1300 -2.8790
O -1.1476 -0.5446 -2.3763
H -5.1836 1.6559 -3.2648
H -4.3720 2.7068 -2.0839
H -3.9048 2.7610 -3.7999
H -3.5688 0.3566 -1.9088
H -3.1515 0.3637 -3.6487
H 4.1334 0.5060 -1.6149
H 3.8106 0.2728 -3.3664
H 5.7679 1.7014 -3.1000
H 4.4517 2.6960 -3.7522
H 4.8909 2.8163 -2.0340
C 5.1848 1.2563 2.0710
O 4.4307 0.2743 1.3302
C 3.1905 -0.1137 1.7053
C 2.4855 -0.9503 0.8636
C 1.1343 -1.3029 1.1097
C 0.4154 -2.0165 0.1194
C -0.9836 -2.2138 0.1207
C -1.5795 -3.4068 -0.3972
C -2.9354 -3.5988 -0.3634
C -3.7819 -2.5967 0.1831
O -5.1160 -2.8594 0.1858
C -5.9967 -1.8860 0.8002
C -3.2212 -1.3964 0.6894
C -1.8561 -1.2259 0.6547
C 0.5856 -0.9818 2.3811
C 1.2272 -0.1267 3.2520
O 0.6090 0.2022 4.4144
C 0.6796 1.5475 4.9374
C 2.5664 0.3913 2.9346
O 3.1348 1.2405 3.6697
H 6.1832 1.1744 1.6381
H 4.7680 2.2506 1.8776
H 5.2049 1.0374 3.1416
H 2.9722 -1.2938 -0.0459
H 1.0115 -2.5361 -0.6279
H -0.9225 -4.1673 -0.8187
H -3.4085 -4.5049 -0.7389
H -6.9863 -2.3394 0.7298
H -5.7295 -1.7107 1.8536
H -5.9711 -0.9338 0.2486
H -3.8565 -0.6104 1.1113
H -1.4314 -0.2967 1.0362
H -0.3893 -1.3734 2.6726
H 0.1340 1.4911 5.8793
H 1.7207 1.8355 5.0964
H 0.1773 2.2389 4.2505

(2)
# C36H30N6O12

A cluster of 6 separate species, C36H30N6O12 in total (ωB97M-V with the def2-TZVPD basis set, OMol25).

## Properties
HOMO level (alpha / beta) ... -2.104 / -5.598 eV
Energy ... -71312.3015 eV
⟨S²⟩ ... 0.765
Spin multiplicity ... 2
Total charge ... -1

CARTESIAN COORDINATES (ANGSTROEM)
C 12.5882 -0.0371 -0.4552
C 11.4600 -0.5441 0.1857
C 10.6259 -1.4312 -0.4205
C 10.7798 -1.8046 -1.7452
C 11.8893 -1.2337 -2.4306
C 12.7921 -0.4149 -1.7592
N 9.8470 -2.7034 -2.3871
O 9.8509 -2.6879 -3.6351
O 9.0687 -3.3460 -1.7691
H 13.1870 0.7356 0.0040
H 11.3086 -0.2444 1.2122
H 9.7761 -1.8105 0.1275
H 12.0831 -1.4437 -3.4721
H 13.6285 0.0010 -2.3014
C 16.2980 -7.9517 -0.6181
C 16.8286 -8.9400 0.2046
C 16.6517 -8.8159 1.5834
C 15.8395 -7.7945 2.1054
C 15.2642 -6.8529 1.2371
C 15.4688 -6.9131 -0.1316
N 15.6273 -7.7154 3.5884
O 15.1719 -6.6606 4.0816
O 15.9410 -8.6976 4.3167
H 16.5459 -8.0420 -1.6654
H 17.5865 -9.6365 -0.1221
H 17.1213 -9.5110 2.2636
H 14.6056 -6.0576 1.5534
H 15.0893 -6.2037 -0.8521
C 11.4419 -5.3209 9.0922
C 10.9383 -5.7456 7.8590
C 10.7397 -7.0807 7.6487
C 11.0886 -7.9703 8.6840
C 11.5819 -7.5430 9.8971
C 11.8476 -6.1843 10.0903
N 11.0661 -9.4210 8.4433
O 11.2115 -10.2167 9.3615
O 10.8810 -9.8836 7.3450
H 11.7135 -4.2787 9.1732
H 10.7542 -5.0236 7.0772
H 10.3796 -7.4496 6.6997
H 12.0167 -8.1235 10.6973
H 12.3641 -5.7891 10.9525
C 12.9579 -11.5626 -0.4914
C 13.2402 -10.3390 0.1534
C 12.6291 -10.0627 1.3660
C 11.7554 -11.0135 1.9526
C 11.5264 -12.2446 1.3079
C 12.1545 -12.5448 0.1085
N 11.1278 -10.7339 3.2777
O 11.4545 -9.7092 3.8536
O 10.2502 -11.4458 3.7237
H 13.4356 -11.8199 -1.4252
H 13.7922 -9.5188 -0.2813
H 12.7548 -9.0722 1.7777
H 10.9105 -12.9891 1.7904
H 11.9528 -13.4679 -0.4145
C 12.4576 -4.0591 3.9557
C 12.2567 -3.4631 2.7139
C 11.7059 -4.2294 1.6968
C 11.5344 -5.5863 1.7636
C 11.7601 -6.2062 2.9969
C 12.2646 -5.4826 4.1034
N 10.9122 -6.3943 0.6205
O 10.8618 -7.6282 0.7149
O 10.7291 -5.8584 -0.4720
H 12.9020 -3.4877 4.7572
H 12.5556 -2.4326 2.5910
H 11.5900 -3.7488 0.7366
H 11.6259 -7.2714 3.1139
H 12.5993 -5.9929 4.9944
C 16.2073 0.7595 7.4211
C 16.8061 1.2045 6.2374
C 16.1437 1.1544 4.9705
C 14.8688 0.5587 4.8727
C 14.2327 0.2512 6.0564
C 14.8739 0.2908 7.3488
N 14.1893 0.4625 3.5616
O 13.0536 -0.0775 3.5188
O 14.7734 0.8963 2.5549
H 16.8442 0.7673 8.2933
H 17.8053 1.5939 6.3649
H 16.7329 1.4583 4.1179
H 13.2686 -0.2248 6.1579
H 14.4336 -0.0321 8.2806